[1]
Entry from OMol25: a 2-piece molecular cluster, C2H8S4 overall at a distorted geometry (ωB97M-V/def2-TZVPD).

For the LUMO energy, the calculation gives 0.37 eV. The HOMO energy is -8.92 eV. The value obtained for the energy relative to the best compared isomer or geometry (same formula, charge and spin) is 6.3 kcal per mole. The value obtained for the HOMO-LUMO gap is 9.282 eV.

Last column: Löwdin charge in e.
Atoms and positions in Å:
S: 0.67602 -1.63559 -1.80119  0.292
S: -0.61404 -0.03648 -2.22951  0.328
C: -0.82420 -0.24802 -4.01949  -0.512
H: -0.35781 -2.48784 -1.63579  -0.199
H: 0.14761 -0.26166 -4.54102  0.030
H: -1.47466 0.49752 -4.50700  0.039
H: -1.29150 -1.24205 -4.12020  0.021
S: 1.17371 2.66105 3.61649  0.275
S: 1.34954 0.76547 4.33933  0.330
C: 0.05113 0.02159 3.27018  -0.502
H: 1.79575 2.47263 2.43324  -0.187
H: -0.96377 0.37046 3.52487  0.034
H: 0.11396 -1.05979 3.47821  0.024
H: 0.21827 0.18271 2.19189  0.028

Atoms 1-6, force components in eV/Å:
S -1.010 0.495 -0.187
S 0.542 0.159 0.001
C 0.077 -0.941 -0.497
H 0.402 -0.144 0.047
H -0.391 0.084 0.327
H 0.228 -0.100 0.664

=====

[2]
Entry from OMol25: a 2-piece molecular cluster, C2H8S4Si overall at a distorted geometry (ωB97M-V/def2-TZVPD).

For the LUMO energy, the calculation gives 0.30 eV. The HOMO energy is -9.48 eV. The value obtained for the energy relative to the best compared isomer or geometry (same formula, charge and spin) is 0.0 kcal per mole. The value obtained for the HOMO-LUMO gap is 9.776 eV.

Last column: Löwdin charge in e.
Atoms and positions in Å:
C: -0.83139 2.16387 1.02452  -0.079
C: -1.28724 2.42866 2.24386  -0.039
Si: 0.57600 -1.60792 -1.26384  -0.715
S: -1.13513 -0.31955 -1.49505  0.432
S: 1.65969 -0.95262 0.50944  0.352
S: 1.84034 -1.53715 -2.92894  0.441
S: -0.25745 -3.59452 -0.90497  0.362
H: -0.11343 2.70651 0.57581  0.016
H: -1.24865 1.46193 0.34108  -0.034
H: -0.79418 3.24145 2.80980  0.062
H: -2.14752 2.00569 2.67405  0.031
H: -0.48130 0.71366 -1.03571  -0.243
H: 0.57792 -0.80058 1.32974  -0.172
H: 2.98465 -1.58819 -2.31225  -0.213
H: 0.65768 -4.32124 -1.56754  -0.200

Atoms 1-6, force components in eV/Å:
C -2.452 -1.109 1.481
C 1.474 1.398 -0.598
Si -0.586 -0.313 1.466
S -0.265 -1.339 -0.576
S -0.316 0.093 -0.191
S -0.675 0.133 -1.186

=====

[3]
Entry from OMol25: a 43-piece molecular cluster, C2H90O44 overall at a distorted geometry (ωB97M-V/def2-TZVPD).

For the LUMO energy, the calculation gives -0.31 eV. The HOMO energy is -9.66 eV. The value obtained for the HOMO-LUMO gap is 9.348 eV.

Last column: Löwdin charge in e.
Atoms and positions in Å:
O: -17.05826 -16.43829 0.32312  0.016
H: -16.38991 -15.60654 0.02188  0.059
H: -16.51810 -17.08588 0.80028  0.051
H: -17.28313 -16.85950 -0.76214  0.112
O: -16.50596 -13.65744 -2.66167  -0.038
H: -16.26112 -13.82285 -1.20290  0.185
H: -15.51645 -13.41186 -2.71756  0.057
H: -16.96647 -12.87404 -3.01325  0.059
O: -13.85719 -13.14916 -2.51374  -0.330
C: -13.74490 -13.61199 -1.22224  -0.299
C: -14.59802 -14.90830 -0.93526  -0.171
O: -15.79878 -14.44056 -0.31311  -0.170
H: -14.14007 -12.89111 -0.49465  0.095
H: -12.73918 -13.88769 -0.90328  0.100
H: -14.01343 -15.57833 -0.30782  0.096
H: -14.74955 -15.33908 -1.93223  0.120
O: -16.10856 -17.73947 3.29108  -0.053
H: -15.17705 -17.84214 3.54780  0.018
H: -16.23285 -18.47721 2.67025  0.040
O: -10.26902 -14.35797 0.86483  -0.068
H: -9.72679 -13.54353 0.88560  0.055
H: -11.16170 -14.01673 1.04134  0.022
O: -14.55906 -10.91096 -3.91652  -0.070
H: -13.96698 -10.23746 -3.55716  -0.006
H: -14.59831 -11.57974 -3.23253  -0.002
O: -15.86402 -19.40154 -3.16385  -0.040
H: -16.52024 -19.66380 -3.81135  0.052
H: -15.09808 -19.12897 -3.67376  0.015
O: -18.54316 -11.87784 3.55422  -0.055
H: -17.92776 -12.43355 4.05848  0.024
H: -19.20096 -11.55935 4.17038  0.033
O: -16.90217 -10.31169 -2.06422  -0.057
H: -16.57576 -9.96975 -2.92378  0.052
H: -17.77157 -10.68908 -2.25944  0.018
O: -16.29885 -13.05309 2.02195  -0.049
H: -16.12420 -13.54902 1.22142  0.004
H: -15.45587 -13.14896 2.49562  0.033
O: -11.34676 -12.71475 -2.80122  -0.040
H: -11.12041 -12.40701 -3.67493  0.057
H: -12.30852 -12.80110 -2.76589  -0.042
O: -13.73626 -13.55079 3.51254  -0.056
H: -14.19851 -13.92058 4.27288  0.065
H: -13.41927 -14.31312 3.00632  0.004
O: -12.53031 -18.27326 -0.23202  -0.062
H: -12.31916 -18.81039 -0.99603  -0.004
H: -11.84142 -18.41260 0.45459  0.062
O: -19.85039 -15.53347 0.19867  -0.054
H: -20.06182 -14.58757 0.07997  0.023
H: -18.87467 -15.57826 0.13047  0.027
O: -13.15067 -10.31551 -1.54020  -0.058
H: -13.31113 -10.24059 -0.58263  0.041
H: -12.76698 -11.22249 -1.71356  0.053
O: -8.73450 -16.63647 -4.08334  -0.087
H: -7.95390 -17.17129 -3.86254  0.034
H: -8.90366 -16.08899 -3.28683  -0.011
O: -17.31837 -17.24097 -2.04959  0.028
H: -18.26400 -17.22561 -2.28744  0.046
H: -17.08063 -18.15500 -2.25484  0.040
O: -12.99697 -15.84843 2.13052  -0.037
H: -13.35570 -16.40626 1.42258  0.031
H: -12.86556 -16.45539 2.88069  0.032
O: -13.17332 -17.64191 4.59098  -0.040
H: -12.25854 -17.96000 4.61470  0.067
H: -13.30020 -17.29649 5.48612  0.069
O: -19.26928 -12.47419 -3.04149  -0.066
H: -19.22523 -13.36251 -3.45540  0.014
H: -19.66830 -12.58455 -2.15576  0.031
O: -12.20803 -12.27442 1.55233  -0.053
H: -12.55722 -12.37940 2.46210  0.046
H: -12.96408 -11.93337 1.04027  0.028
O: -11.42234 -8.30610 -0.18455  -0.051
H: -10.76252 -8.96502 0.09083  0.029
H: -11.38680 -7.62232 0.48366  0.035
O: -12.79688 -11.76609 -6.12017  -0.044
H: -13.52343 -11.71937 -6.76472  0.069
H: -13.19079 -11.48093 -5.29996  -0.006
O: -10.13378 -17.20109 1.53491  -0.072
H: -10.10036 -16.23466 1.39046  0.004
H: -9.72015 -17.55961 0.73572  0.042
O: -12.92225 -14.58413 -4.47052  -0.095
H: -12.61972 -13.94715 -5.13695  -0.001
H: -13.21507 -14.00140 -3.67727  0.017
O: -12.96036 -8.71417 -3.66053  -0.057
H: -12.66688 -7.89728 -4.07332  0.057
H: -12.58167 -8.74187 -2.76336  0.030
O: -20.16702 -17.30555 -1.88557  -0.075
H: -20.18678 -16.74032 -2.68170  0.045
H: -20.34209 -16.69171 -1.13908  0.025
O: -11.80412 -19.60870 -2.48247  -0.061
H: -10.91032 -19.64705 -2.86067  0.069
H: -12.25240 -18.95466 -3.06832  0.022
O: -16.57254 -11.72854 -6.13482  -0.051
H: -15.83675 -11.54591 -5.51477  0.004
H: -17.24637 -12.16994 -5.62640  0.010
O: -18.54881 -10.01888 0.95415  -0.056
H: -18.51371 -9.27956 0.33176  0.051
H: -17.62520 -10.32419 1.02639  0.024
O: -20.09227 -12.60267 0.23229  -0.056
H: -19.53327 -11.86762 0.57258  0.031
H: -20.94245 -12.38181 0.62485  0.060
O: -9.76730 -11.46366 -0.00883  -0.056
H: -9.93146 -11.52162 -0.97362  0.048
H: -10.65061 -11.45134 0.37695  -0.005
O: -12.18958 -16.12925 -2.13420  -0.050
H: -11.34154 -15.68848 -2.33327  0.040
H: -11.96952 -16.69109 -1.36792  0.035
O: -17.22736 -15.08361 4.19133  -0.073
H: -17.24290 -14.47919 3.43668  -0.009
H: -17.13533 -15.97141 3.80055  0.003
O: -18.75262 -15.28026 -3.83235  -0.051
H: -18.16581 -15.54836 -4.52994  0.020
H: -18.08382 -15.11787 -3.14506  0.018
O: -15.34670 -18.52143 0.43361  -0.042
H: -15.41450 -19.36925 -0.00834  0.067
H: -14.41984 -18.28042 0.25232  0.018
O: -16.14378 -15.75459 -4.90282  -0.061
H: -15.44289 -15.44403 -4.29631  0.026
H: -15.91715 -15.29367 -5.73088  0.024
O: -18.42610 -19.86981 -1.36535  -0.063
H: -18.87702 -20.72883 -1.50073  0.063
H: -19.15715 -19.22977 -1.33202  0.017
O: -15.28117 -10.84787 0.75706  -0.060
H: -15.20480 -10.77340 -0.21284  0.018
H: -15.94176 -11.55553 0.87232  0.003
O: -11.64009 -14.23282 -7.44711  -0.060
H: -10.88578 -14.63948 -6.98590  0.059
H: -11.72997 -13.37856 -6.98114  0.012
O: -9.44103 -14.89001 -1.91986  -0.068
H: -9.86094 -14.16855 -2.41767  0.031
H: -9.64989 -14.69005 -0.98650  0.023
O: -13.49012 -17.84451 -3.89863  -0.049
H: -13.15695 -17.04936 -3.46633  0.008
H: -13.66401 -17.57024 -4.80170  0.066
O: -14.47352 -14.86994 -6.92392  -0.083
H: -14.07735 -14.68166 -6.04083  0.000
H: -13.69425 -15.09079 -7.45697  0.032

Atoms 1-6, force components in eV/Å:
O -0.069 0.486 -1.898
H -1.022 0.105 0.490
H 0.054 -0.522 -0.067
H 0.751 -0.300 0.873
O 0.861 0.701 0.486
H 0.454 -1.863 1.767

=====

[4]
Entry from OMol25: C2H9KO5 as an isolated structure at a distorted geometry (ωB97M-V/def2-TZVPD).

For the LUMO energy, the calculation gives -1.98 eV. The HOMO energy is -5.33 eV. The value obtained for the energy relative to the best compared isomer or geometry (same formula, charge and spin) is 0.0 kcal per mole. The value obtained for the HOMO-LUMO gap is 3.359 eV.

Last column: Löwdin charge in e.
Atoms and positions in Å:
K: -0.64807 2.24509 1.40852  0.942
C: -1.18558 -2.65618 -2.19568  -0.062
C: -2.56759 -2.31984 -1.82421  -0.823
O: -3.56936 -2.98662 -2.27456  -0.136
O: -2.85100 -1.23500 -1.25225  -0.145
H: -1.15181 -3.64229 -1.73251  0.072
H: -0.53390 -1.90326 -1.75235  0.055
H: -1.15545 -2.69127 -3.28470  0.074
O: -0.66775 3.56236 5.62435  -0.052
H: -1.40488 4.01009 5.20913  0.025
H: -1.04694 3.13959 6.39488  0.038
O: 1.68944 2.38116 -2.85616  -0.054
H: 1.89124 1.94017 -3.68143  0.036
H: 2.54444 2.60139 -2.48643  0.023
O: 3.21688 -0.61610 1.58760  -0.056
H: 3.38709 -1.50894 1.88778  0.034
H: 4.05320 -0.32028 1.22802  0.028

Atoms 1-6, force components in eV/Å:
K -0.082 -0.432 -0.272
C 0.012 -0.488 0.468
C -5.642 1.499 -1.498
O 2.337 -0.908 0.265
O 1.709 1.069 1.398
H 1.127 -0.265 -0.356

=====

[5]
Entry from OMol25: C2H9LiN4O4S3 as an isolated structure at a distorted geometry (ωB97M-V/def2-TZVPD).

For the LUMO energy, the calculation gives -1.72 eV. The HOMO energy is -9.26 eV. The value obtained for the HOMO-LUMO gap is 7.539 eV.

Last column: Löwdin charge in e.
Atoms and positions in Å:
N: 0.01673 0.56429 1.44693  0.065
C: -0.43447 1.51040 0.41034  -0.648
N: 0.38349 2.73363 0.43543  0.089
N: -1.84529 1.94036 0.77798  0.045
C: -0.54060 0.89913 -1.03777  -0.186
S: 0.62972 -0.43918 -1.44519  0.558
O: 0.94677 -0.25694 -2.90422  -0.368
O: 1.90683 -0.27979 -0.69022  -0.371
N: -0.17119 -1.92259 -1.29088  -0.458
S: 0.45811 -2.88460 -0.04578  0.285
O: 0.36282 -2.29030 1.31600  -0.418
O: -0.36041 -4.14389 -0.06892  -0.428
S: 2.43224 -3.52001 -0.42546  0.575
H: 0.19942 1.01735 2.33602  0.084
H: -0.66986 -0.18217 1.53100  0.060
H: 1.12666 2.68582 -0.25852  0.083
H: 0.77360 2.85449 1.36939  0.081
H: -1.80024 2.07313 1.79311  0.075
H: -2.40674 1.08573 0.66745  0.045
H: -1.54505 0.45817 -1.20956  0.023
H: -0.41258 1.75465 -1.74963  0.132
H: 3.15933 -2.61538 0.33601  -0.112
Li: -2.20932 -1.04231 -1.29349  0.791

Atoms 1-6, force components in eV/Å:
N 0.020 0.045 -1.469
C -0.785 0.440 1.746
N -0.376 -0.929 -0.558
N 0.282 -0.569 -0.683
C 0.264 0.554 0.749
S 5.393 -0.208 -3.248

=====

[6]
Entry from OMol25: a 2-piece molecular cluster, C2H9N overall (ωB97M-V/def2-TZVPD).

For the LUMO energy (alpha / beta), the calculation gives -4.90 / -10.43 eV. The HOMO energy (alpha / beta) is -14.80 / -14.80 eV. The value obtained for the energy relative to the best compared isomer or geometry (same formula, charge and spin) is 0.0 kcal per mole. As for the total charge: +1. The expectation value of S² is 0.754. The value obtained for the HOMO-LUMO gap (alpha / beta) is 9.899 / 4.371 eV. The spin multiplicity is 2.

Last column: Löwdin charge in e.
Atoms and positions in Å:
N: 1.78299 -1.88901 1.99938  0.524
H: 1.01139 -2.50350 2.26853  0.159
H: 2.69706 -2.28964 1.77547  0.159
H: 1.60133 -0.90429 1.78939  0.155
C: -0.38798 0.75928 -1.50643  -0.185
C: -1.40216 1.12435 -0.42950  -0.172
H: 0.50690 1.38637 -1.47476  0.061
H: -0.06099 -0.28791 -1.44456  0.050
H: -0.80263 0.88826 -2.51060  0.070
H: -1.01802 0.91314 0.56811  0.040
H: -2.34855 0.60295 -0.59418  0.070
H: -1.57935 2.20000 -0.44083  0.069

Atoms 1-6, force components in eV/Å:
N -0.063 -0.045 -0.406
H -0.006 0.010 0.134
H 0.052 -0.001 0.125
H -0.012 0.063 0.110
C 0.198 -0.160 -0.333
C 0.198 0.209 -0.244

=====

[7]
Entry from OMol25: a 2-piece molecular cluster, C2H9N2 overall at a distorted geometry (ωB97M-V/def2-TZVPD).

For the LUMO energy, the calculation gives -8.17 eV. The HOMO energy is -14.74 eV. The value obtained for the energy relative to the best compared isomer or geometry (same formula, charge and spin) is 121.1 kcal per mole. As for the total charge: +1. The value obtained for the HOMO-LUMO gap is 6.568 eV.

Last column: Löwdin charge in e.
Atoms and positions in Å:
C: -0.88915 0.31307 -0.14549  -0.279
N: -1.49262 -1.05506 -0.26585  0.018
C: 0.32045 0.46496 -0.96143  0.238
N: 1.33134 0.05406 1.46011  0.121
H: -0.82261 0.39209 0.97713  0.152
H: -1.74225 1.03599 -0.33185  0.184
H: -0.70935 -1.60271 -0.63777  0.070
H: -2.18067 -1.03358 -1.00156  0.078
H: 0.66717 1.44482 -1.22927  0.114
H: 0.60435 -0.39136 -1.56126  0.122
H: 1.85456 -0.76648 1.13854  0.068
H: 2.04383 0.53803 2.03993  0.085
H: 1.01495 0.60616 0.51877  0.028

Atoms 1-6, force components in eV/Å:
C -2.141 -1.547 -0.347
N 1.533 0.541 -0.406
C -2.426 0.765 0.667
N 0.151 0.797 -1.898
H 0.720 0.571 -0.541
H 1.294 0.108 -0.142

=====

[8]
Entry from OMol25: a 2-piece molecular cluster, C2H9N2 overall at a distorted geometry (ωB97M-V/def2-TZVPD).

For the LUMO energy, the calculation gives -4.40 eV. The HOMO energy is -16.47 eV. The value obtained for the energy relative to the best compared isomer or geometry (same formula, charge and spin) is 8.9 kcal per mole. As for the total charge: +1. The value obtained for the HOMO-LUMO gap is 12.073 eV.

Last column: Löwdin charge in e.
Atoms and positions in Å:
C: 2.11296 -0.81113 -0.82274  -0.048
H: 2.93965 -0.62050 -1.49632  0.032
H: 1.20854 -1.07421 -1.35807  0.007
H: 1.99772 0.09968 -0.24219  0.012
H: 2.32929 -1.62068 -0.13037  0.031
N: -1.98135 0.17463 1.41895  0.203
C: -1.12373 0.12429 0.42947  -0.165
N: -0.98171 1.07444 -0.45949  0.204
H: -2.33539 1.04151 1.80030  0.150
H: -2.08787 -0.66598 1.96720  0.143
H: -0.40882 -0.68949 0.43115  0.148
H: -0.45040 0.93700 -1.30590  0.135
H: -1.21891 2.03044 -0.23198  0.148

Atoms 1-6, force components in eV/Å:
C 0.071 0.123 0.471
H 0.021 -0.307 -0.188
H -0.134 0.075 -0.327
H -0.232 0.164 0.115
H 0.243 -0.058 -0.081
N 0.577 -0.205 0.314

=====

no.,electronic energy (Eh)
1,-1673.72837
2,-1963.30210
3,-3440.88189
4,-1057.65783
5,-1803.59291
6,-135.97005
7,-190.68125
8,-190.86016